ORCA calculation (the ωB97M-V functional and the def2-TZVPD basis) on one molecule with the formula C5H12O2.

Results
HOMO in eV: -9.7
SMILES: CCOCCOC
HOMO-LUMO gap in hartree: 0.398

Structure (XYZ):
```
19
Properties=species:S:1:pos:R:3:forces:R:3:mulliken_charge:R:1
C -3.039 0.499 0.013 0.04 -0.06 -0.04 -1.01
C -1.962 1.203 0.829 -0.16 0.03 0.07 -0.31
O -0.701 1.135 0.183 -0.01 0.08 -0.04 -0.34
C 0.108 0.058 0.592 0.09 -0.20 0.07 -0.35
C 1.220 -0.109 -0.430 -0.20 0.16 -0.03 -0.45
O 2.114 -1.063 0.090 -0.04 -0.02 0.03 -0.30
C 3.197 -1.331 -0.761 0.25 -0.10 -0.16 -0.70
H -2.845 -0.579 -0.075 -0.01 0.26 0.01 0.27
H -3.062 0.935 -0.990 -0.02 -0.13 0.10 0.27
H -4.030 0.629 0.462 0.16 -0.01 0.01 0.36
H -1.897 0.793 1.848 0.02 0.05 -0.18 0.31
H -2.203 2.268 0.920 0.03 -0.14 0.00 0.30
H 0.560 0.255 1.576 -0.09 -0.01 -0.10 0.25
H -0.470 -0.877 0.672 0.10 0.16 -0.06 0.27
H 0.800 -0.435 -1.396 0.09 0.01 0.13 0.29
H 1.719 0.861 -0.593 -0.05 -0.15 0.05 0.30
H 3.787 -0.425 -0.974 -0.12 -0.12 0.07 0.29
H 2.870 -1.762 -1.721 0.00 0.07 0.16 0.29
H 3.833 -2.056 -0.246 -0.06 0.12 -0.12 0.24
```
Positions in Å, forces in eV/Å.

ORCA calculation (the ωB97M-V functional and the def2-TZVPD basis) on C5H5OPb as an isolated structure.

Results
HOMO (spin up / spin down) in eV: -15.3 / -16.9
Expectation value of S²: 0.78
Total charge: +2
Spin multiplicity: 2
HOMO-LUMO gap (spin up / spin down) in hartree: 0.189 / 0.248

Structure (XYZ):
```
12
Properties=species:S:1:pos:R:3:forces:R:3:mulliken_charge:R:1
C 3.775 -0.356 -0.107 -0.46 0.43 -0.57 -0.31
C 3.818 -0.798 -1.428 -0.52 0.67 0.28 -0.28
H 4.629 0.160 0.334 -0.31 0.09 -0.18 0.30
H 3.013 -0.734 0.576 0.09 0.25 -0.23 0.31
H 3.090 -1.525 -1.790 0.08 0.35 0.03 0.31
H 4.707 -0.634 -2.038 -0.32 0.20 0.05 0.29
C 2.840 1.060 -1.347 1.76 -1.67 0.55 -0.40
C 1.537 1.145 -1.407 -3.41 -0.52 -0.52 0.20
H 3.620 1.785 -1.560 -0.21 -0.24 0.05 0.43
C 0.255 1.209 -1.630 6.64 -0.22 0.66 0.39
O -0.790 1.804 -1.732 -2.81 0.50 -0.09 -0.59
Pb -2.874 1.990 -1.906 -0.52 0.15 -0.04 1.35
```
Positions in Å, forces in eV/Å.

ORCA calculation (the ωB97M-V functional and the def2-TZVPD basis) on one molecule with the formula C4H7NO2S.

Results
HOMO in eV: -9.2
SMILES: O=CNO[C@H]1C[C@@H]1S
HOMO-LUMO gap in hartree: 0.364

Structure (XYZ):
```
15
Properties=species:S:1:pos:R:3:forces:R:3:mulliken_charge:R:1
O -3.878 0.384 -0.175 3.30 -1.37 1.89 -0.53
C -2.768 0.055 0.284 -0.68 2.14 -0.88 0.14
N -1.829 -0.750 -0.388 -3.42 -1.89 -1.16 -0.29
O -0.720 -0.930 0.371 2.67 -1.09 0.37 -0.20
C 0.489 -0.581 -0.380 -1.44 0.87 1.25 -0.15
C 0.740 0.861 -0.386 1.57 0.21 -1.22 -0.53
C 1.596 -0.011 0.462 0.04 -0.16 2.04 -0.08
S 3.258 -0.239 -0.108 1.88 0.14 0.44 -0.29
H -2.141 0.428 1.183 -1.75 0.19 -0.56 0.28
H -2.362 -1.681 -0.525 1.54 1.49 -0.27 0.26
H 0.708 -1.048 -1.309 -0.18 -1.01 -0.35 0.44
H 0.200 1.494 0.224 -1.63 1.38 0.47 0.26
H 1.244 1.215 -1.295 -0.46 0.31 0.61 0.25
H 1.396 -0.025 1.598 0.36 0.06 -2.06 0.30
H 4.067 0.828 0.445 -1.80 -1.26 -0.56 0.14
```
Positions in Å, forces in eV/Å.

ORCA calculation (the ωB97M-V functional and the def2-TZVPD basis) on C5H10N3 as an isolated structure.

Results
HOMO in eV: -13.5
Total charge: +1
HOMO-LUMO gap in hartree: 0.350

Structure (XYZ):
```
18
Properties=species:S:1:pos:R:3:forces:R:3:mulliken_charge:R:1
C -0.881 -0.246 1.430 -1.36 0.52 0.68 -0.59
C -1.951 0.612 0.882 1.78 -1.37 0.52 -0.18
C -0.010 -0.799 0.669 0.96 2.32 -3.57 0.69
C -1.197 0.409 -1.386 -1.00 -1.07 1.01 -0.50
C 1.067 -1.678 0.394 -0.55 -1.90 -1.28 -1.08
N -2.131 0.779 -0.308 -1.01 1.26 -4.44 -0.40
N 0.165 0.161 -0.998 0.55 -0.82 3.65 -0.41
N 0.857 1.405 -0.459 -0.72 0.24 2.90 -0.30
H -1.217 -0.470 2.416 0.87 -0.95 0.88 0.43
H -2.732 0.820 1.523 -1.46 0.85 1.58 0.49
H -1.519 -0.626 -1.824 0.36 1.91 0.63 0.33
H -1.311 1.193 -2.125 0.16 0.02 -0.49 0.36
H 1.077 -1.835 -0.725 0.69 0.17 1.44 0.34
H 0.792 -2.618 0.800 0.17 -1.25 0.70 0.39
H 1.955 -1.343 0.858 1.29 0.26 0.06 0.32
H 0.736 1.680 0.676 -0.14 -1.01 -3.71 0.43
H 0.472 2.116 -1.038 -0.31 1.51 -0.28 0.34
H 1.873 1.427 -0.606 -0.29 -0.70 -0.27 0.33
```
Positions in Å, forces in eV/Å.

ORCA calculation (the ωB97M-V functional and the def2-TZVPD basis) on C10H14BF4Zr as an isolated structure.

Results
HOMO in eV: -22.6
Total charge: +3
HOMO-LUMO gap in hartree: 0.323

Structure (XYZ):
```
30
Properties=species:S:1:pos:R:3:forces:R:3:mulliken_charge:R:1
Zr -0.545 -0.528 -0.753 0.03 -0.02 -0.16 2.12
C -1.632 -3.082 -4.073 -0.01 0.01 -0.01 -1.54
C -2.032 -1.919 -3.173 0.00 0.02 -0.01 0.68
C -2.110 -2.347 -1.691 -0.04 -0.03 -0.08 -1.50
C -1.054 -0.753 -3.146 0.01 -0.07 0.00 -0.53
C 0.343 -0.985 -3.119 0.00 0.01 0.04 0.40
C 1.223 0.000 -2.660 -0.01 -0.01 0.01 -0.93
C 0.764 1.289 -2.264 -0.03 0.02 0.02 0.75
C 1.708 2.343 -1.800 0.00 0.00 0.00 -1.65
C -0.624 1.544 -2.397 0.04 -0.01 0.02 -0.78
C -1.508 0.552 -2.836 -0.04 0.01 0.01 -0.02
H -2.435 -3.820 -4.088 0.00 0.00 0.00 0.44
H -0.730 -3.594 -3.731 0.00 0.00 0.00 0.38
H -1.479 -2.743 -5.098 0.00 0.00 0.00 0.42
H -3.016 -1.542 -3.462 0.01 0.01 -0.02 0.49
H -1.130 -2.745 -1.314 -0.01 -0.05 0.05 0.40
H -2.762 -3.217 -1.538 0.02 -0.02 0.01 0.50
H -2.605 -1.617 -1.000 0.03 0.08 0.03 0.48
H 0.731 -1.962 -3.395 0.00 0.00 0.00 0.50
H 2.286 -0.218 -2.602 0.00 0.00 0.00 0.56
H 1.236 3.062 -1.131 0.00 0.00 0.00 0.45
H 2.027 2.903 -2.691 0.00 0.00 0.00 0.38
H 2.610 1.931 -1.349 0.00 0.00 0.00 0.41
H -1.016 2.516 -2.114 0.00 0.00 0.00 0.55
H -2.574 0.768 -2.867 0.00 0.01 0.00 0.49
F -1.652 0.584 0.177 -0.03 0.02 0.05 -0.39
B 1.045 -1.443 1.518 -0.02 -0.02 0.02 0.57
F 1.342 -0.471 0.569 0.01 0.04 -0.01 -0.33
F -0.138 -1.979 1.072 0.05 0.02 0.03 -0.33
F 1.724 -1.744 2.525 0.00 -0.01 0.01 0.01
```
Positions in Å, forces in eV/Å.

Values for E, eV, ordered as above
-9473.50128; -12537.35238; -20677.78250; -9805.58660; -23398.21700
Values for ΔE to the lowest compared entry with this formula, charge and spin, kcal/mol, ordered as above
37.7; 0.0; 114.2; 142.1; 0.0